## w
Computed, not measured: a 2-piece molecular cluster, C3H7N4 overall, with ωB97M-V/def2-TZVPD.

Element x y z (Å)
C 0.75 1.93 -0.21
C -0.79 -0.57 0.11
C 1.09 0.71 0.45
N 0.30 2.82 -0.78
N -1.42 -1.31 0.98
N 2.07 -0.09 -0.07
N -1.31 -0.28 -1.10
H 0.80 0.80 1.54
H -1.33 -1.22 2.01
H -2.17 -1.85 0.82
H 2.54 -0.79 0.53
H 2.46 0.26 -0.94
H -0.91 0.37 -1.70
H -2.07 -0.77 -1.65

Orbital gap: 9.03 eV
LUMO energy: -4.873 eV
Highest occupied orbital energy: -0.5111 Ha
Net charge: +1

Mulliken population analysis, charges in e, atoms 1 to 4:
1. C 0.21
2. C 0.36
3. C -0.04
4. N -0.26

---

## x
Computed, not measured: an isolated ion of composition C3H7N4 and charge +1, with ωB97M-V/def2-TZVPD.

Element x y z (Å)
N 1.77 0.35 -2.30
N 0.74 0.08 -1.42
N 0.94 -0.49 -0.17
C 0.24 -0.51 0.97
N -0.75 0.29 1.41
C -1.79 -0.11 2.29
C -2.30 0.48 1.25
H 1.89 -0.30 -3.11
H 1.97 1.32 -2.69
H -0.14 0.66 -1.43
H 1.69 -1.11 -0.42
H 0.68 -1.25 1.67
H -1.90 -0.58 3.18
H -3.03 1.18 0.77

SMILES string: NN/[NH+]=C\N1C=C1
Orbital gap: 8.97 eV
LUMO energy: -3.675 eV
Highest occupied orbital energy: -0.4648 Ha
Net charge: +1

Mulliken population analysis, charges in e, atoms 1 to 4:
1. N -0.63
2. N -0.13
3. N 0.05
4. C 0.22

---

Top of the stability list: w, leading by 96.5 kcal/mol.

---

## w
Computed, not measured: a 2-piece molecular cluster, C3H7N4 overall, with ωB97M-V/def2-TZVPD.

Element x y z (Å)
C 1.07 0.50 1.18
C -1.08 0.05 -0.25
C 1.44 -0.56 0.34
N 0.65 1.26 1.93
N -1.84 -0.43 -1.25
N 2.44 -0.41 -0.52
N -1.67 0.71 0.74
H 1.10 -1.61 0.66
H -1.43 -0.57 -2.21
H -2.81 -0.20 -1.25
H 2.97 -1.35 -0.71
H 2.97 0.49 -0.56
H -1.17 1.33 1.41
H -2.63 0.79 0.48

Orbital gap (alpha / beta): 7.86 / 7.85 eV
LUMO energy (alpha / beta): -5.544 / -5.545 eV
Highest occupied orbital energy (alpha / beta): -0.4924 / -0.4923 Ha
Net charge: +1

Mulliken population analysis, charges in e, atoms 1 to 4:
1. C 0.43
2. C 0.08
3. C 0.01
4. N -0.44

---

## x
Computed, not measured: an isolated ion of composition C3H7N4 and charge +1, with ωB97M-V/def2-TZVPD.

Element x y z (Å)
C 0.30 0.56 0.29
C -0.13 -1.74 -0.41
C -0.34 1.88 0.55
N -0.97 -2.60 -0.85
N -1.76 -3.21 -1.30
N -0.54 -0.44 -0.02
N 1.62 0.48 0.07
H 0.96 -1.86 -0.36
H -1.39 1.71 1.09
H 0.26 2.74 0.92
H -0.74 2.10 -0.49
H -1.48 -0.46 0.17
H 2.17 1.27 0.31
H 2.04 -0.44 0.03

Orbital gap: 8.84 eV
LUMO energy: -3.810 eV
Highest occupied orbital energy: -0.4648 Ha
Net charge: +1

Mulliken population analysis, charges in e, atoms 1 to 4:
1. C 0.83
2. C -0.22
3. C -1.13
4. N 0.59

---

## y
Computed, not measured: a 2-piece molecular cluster, C3H7N4 overall, with ωB97M-V/def2-TZVPD.

Element x y z (Å)
C 0.50 -0.60 0.84
C -0.80 0.42 -0.73
C -1.44 -0.96 -0.42
N 2.39 2.35 0.31
N 1.49 1.88 0.87
N 0.36 0.44 0.13
N -0.54 -1.51 0.61
H 1.38 -0.92 1.42
H -0.44 0.40 -1.77
H -1.51 1.16 -0.37
H -2.38 -0.79 0.08
H -1.28 -1.52 -1.26
H 2.80 2.22 -0.61
H -0.53 -2.57 0.91

Orbital gap (alpha / beta): 8.35 / 8.35 eV
LUMO energy (alpha / beta): -5.070 / -5.071 eV
Highest occupied orbital energy (alpha / beta): -0.4931 / -0.4931 Ha
Net charge: +1

Mulliken population analysis, charges in e, atoms 1 to 4:
1. C -0.07
2. C -0.48
3. C -0.42
4. N -0.06

---

Top of the stability list: x, leading by 15.0 kcal/mol.

---

## w
Computed, not measured: one molecule with the formula C4H9NO2, with ωB97M-V/def2-TZVPD.

Element x y z (Å)
N -2.46 0.49 -0.20
C -1.25 0.02 -0.87
O -1.23 -0.88 -1.68
C 0.02 0.95 -0.62
C 0.67 0.38 0.77
C 1.23 -1.05 0.78
O 2.41 -0.91 -0.04
H -2.48 1.56 -0.08
H -3.23 0.16 -0.85
H 0.76 0.64 -1.38
H -0.40 1.97 -0.36
H 1.44 0.97 1.29
H -0.21 0.64 1.49
H 1.50 -1.31 1.84
H 0.58 -1.86 0.40
H 2.64 -1.76 -0.51

SMILES string: NC(=O)CCCO
Orbital gap: 10.54 eV
LUMO energy: 0.741 eV
Highest occupied orbital energy: -0.3602 Ha

Mulliken population analysis, charges in e, atoms 1 to 4:
1. N -0.54
2. C 0.45
3. O -0.57
4. C -0.55

---

## x
Computed, not measured: one molecule with the formula C4H9NO2, with ωB97M-V/def2-TZVPD.

Element x y z (Å)
C 0.36 -2.00 -0.75
C -0.21 -0.70 -0.21
O -1.07 -0.97 0.92
C 0.86 0.24 0.32
C 0.05 1.42 0.02
O -0.20 1.79 -1.23
N -0.47 2.19 0.96
H 0.85 -2.60 0.04
H 1.10 -1.81 -1.54
H -0.43 -2.62 -1.19
H -0.29 0.87 -1.62
H -1.96 -1.01 0.56
H 1.14 0.14 1.38
H 1.76 0.24 -0.31
H -1.21 2.84 0.73
H -0.28 1.98 1.93

Orbital gap: 6.95 eV
LUMO energy: 0.626 eV
Highest occupied orbital energy: -0.2323 Ha

Mulliken population analysis, charges in e, atoms 1 to 4:
1. C -1.27
2. C -0.31
3. O -0.54
4. C -0.22

---

## y
Computed, not measured: a 2-piece molecular cluster, C4H9NO2 overall, with ωB97M-V/def2-TZVPD.

Element x y z (Å)
H 2.47 -0.46 -1.69
N 2.70 0.41 -1.21
C 2.14 0.48 -0.09
C 1.37 -0.65 0.51
O 0.99 -1.64 -0.19
H 2.28 1.37 0.53
H 1.36 -0.70 1.61
C -2.22 -0.32 0.28
C -0.94 0.51 0.31
O -0.72 1.24 -0.86
H -2.42 -0.74 1.27
H -2.09 -1.17 -0.41
H -3.06 0.30 -0.02
H -0.95 1.23 1.13
H -0.22 -0.48 0.44
H -0.70 0.63 -1.61

SMILES string: [H]/N=C\C=O.CCO
Orbital gap: 9.24 eV
LUMO energy: -0.508 eV
Highest occupied orbital energy: -0.3584 Ha

Mulliken population analysis, charges in e, atoms 1 to 4:
1. H 0.30
2. N -0.57
3. C -0.08
4. C 0.18

---

## z
Computed, not measured: C4H9NO2 as an isolated structure, with ωB97M-V/def2-TZVPD.

Element x y z (Å)
C -1.10 -1.13 0.00
C 1.47 -1.00 0.02
C 0.05 1.04 0.20
C 0.16 -0.27 0.05
N -2.37 -0.48 -0.30
O -0.69 2.02 0.47
O 1.54 2.01 0.27
H 0.65 2.66 0.49
H 1.86 2.14 -0.63
H -2.57 0.23 0.38
H -2.32 -0.02 -1.20
H -0.93 -1.91 -0.76
H -1.20 -1.66 0.95
H 2.32 -0.33 0.17
H 1.61 -1.52 -0.93
H 1.51 -1.76 0.81

Orbital gap: 8.71 eV
LUMO energy: 0.452 eV
Highest occupied orbital energy: -0.3035 Ha

Mulliken population analysis, charges in e, atoms 1 to 4:
1. C -0.74
2. C -1.37
3. C 0.90
4. C 0.13

---

Top of the stability list: w, leading by 34.3 kcal/mol.

---

## w
Computed, not measured: one molecule with the formula C4H9NO2, with ωB97M-V/def2-TZVPD.

Element x y z (Å)
N 1.44 0.42 1.11
C 1.39 -0.87 0.69
O 2.32 -1.65 0.86
C 0.12 -1.35 -0.02
C -1.11 -0.45 -0.13
C -0.95 0.84 -0.93
O -0.69 1.91 -0.02
H 2.31 0.73 1.51
H 0.71 1.10 0.89
H 0.45 -1.66 -1.02
H -0.16 -2.28 0.50
H -1.89 -1.05 -0.62
H -1.51 -0.19 0.85
H -0.13 0.74 -1.66
H -1.87 1.06 -1.49
H -0.43 2.69 -0.53

SMILES string: NC(=O)CCCO
Orbital gap: 10.02 eV
LUMO energy: 0.611 eV
Highest occupied orbital energy: -0.3459 Ha

Mulliken population analysis, charges in e, atoms 1 to 4:
1. N -0.28
2. C 0.36
3. O -0.66
4. C -0.37

---

## x
Computed, not measured: C4H9NO2 as an isolated structure, with ωB97M-V/def2-TZVPD.

Element x y z (Å)
C -1.97 -0.52 -0.49
C -0.46 -0.45 -0.41
O 0.01 0.78 -0.93
C 0.10 -0.47 1.03
N 1.42 0.15 0.97
C 1.36 1.25 0.09
O 1.49 2.41 0.25
H -2.34 -1.45 -0.05
H -2.30 -0.46 -1.53
H -2.41 0.33 0.06
H -0.01 -1.28 -0.98
H 1.14 0.65 -1.45
H -0.54 0.12 1.69
H 0.19 -1.48 1.44
H 2.13 -0.50 0.66
H 2.12 0.73 -1.21

Orbital gap: 10.27 eV
LUMO energy: 0.643 eV
Highest occupied orbital energy: -0.3536 Ha

Mulliken population analysis, charges in e, atoms 1 to 4:
1. C -1.47
2. C 0.69
3. O -0.50
4. C -0.81

---

## y
Computed, not measured: one molecule with the formula C4H9NO2, with ωB97M-V/def2-TZVPD.

Element x y z (Å)
C 0.96 -0.26 -2.45
N 0.65 0.86 -1.58
C 0.79 0.59 -0.17
C -0.42 -0.06 0.50
O -1.49 -0.23 -0.02
O -0.14 -0.31 1.79
C -1.26 -0.40 2.67
H 2.01 -0.55 -2.31
H 0.85 0.06 -3.49
H 0.33 -1.15 -2.29
H -0.30 1.17 -1.75
H 0.93 1.52 0.39
H 1.69 -0.01 0.02
H -0.90 -0.86 3.59
H -2.07 -0.98 2.23
H -1.62 0.61 2.88

SMILES string: CNCC(=O)OC
Orbital gap: 9.95 eV
LUMO energy: 0.910 eV
Highest occupied orbital energy: -0.3322 Ha

Mulliken population analysis, charges in e, atoms 1 to 4:
1. C -0.83
2. N -0.36
3. C -0.62
4. C 0.74

---

## z
Computed, not measured: C4H9NO2 as an isolated structure, with ωB97M-V/def2-TZVPD.

Element x y z (Å)
C -0.49 1.62 0.05
N -0.40 0.38 -0.72
C 1.16 -0.66 -0.38
C 1.97 -0.34 0.64
H -0.29 0.50 -1.72
H 1.55 -0.87 -1.37
H 0.30 2.30 -0.28
H -1.46 2.09 -0.10
H -0.34 1.40 1.10
H 1.60 -0.17 1.64
H 3.05 -0.41 0.51
C -1.13 -0.86 -0.32
O -1.88 -0.66 0.85
O -0.08 -1.72 -0.16
H -1.75 -1.45 1.38
H -1.82 -1.16 -1.12

Orbital gap: 8.62 eV
LUMO energy: 0.803 eV
Highest occupied orbital energy: -0.2871 Ha

Mulliken population analysis, charges in e, atoms 1 to 4:
1. C -0.92
2. N -0.20
3. C 0.08
4. C -0.93

---

Top of the stability list: w, leading by 15.4 kcal/mol.